(1)
{"formula": "C5H13NO2", "method": "wB97M-V/def2-TZVPD", "symbols": ["O", "O", "N", "C", "C", "C", "C", "C", "H", "H", "H", "H", "H", "H", "H", "H", "H", "H", "H", "H", "H"], "coordinates": [[-2.40705, -2.11356, -0.90770], [0.06436, -2.12139, 0.45227], [0.70455, 0.03809, 1.23819], [1.56287, 0.44281, 0.12864], [-1.49516, 1.82960, -0.91420], [0.97174, 1.73226, -0.50873], [-0.28013, 1.42624, -1.26224], [0.42146, -1.30408, 1.55724], [-0.34925, -1.37457, 2.32786], [-1.49482, 2.46936, -0.03148], [2.50897, 0.73830, 0.60493], [-2.40219, 1.78239, -1.49433], [-1.75379, -1.94424, -0.21479], [0.82155, -2.50116, 0.01285], [1.23008, -1.79833, 2.12552], [0.74898, 2.32488, 0.38123], [1.86060, -0.31585, -0.59270], [-0.04998, 0.65686, 1.41734], [-0.13063, 0.86903, -2.18602], [1.73455, 2.21840, -1.09869], [-2.26672, -3.05505, -1.03519]], "lowdin_charge": [-0.077, -0.067, -0.046, -0.212, 0.008, -0.194, -0.198, -0.297, 0.125, 0.057, 0.105, 0.056, -0.009, 0.086, 0.118, 0.106, 0.110, 0.092, 0.105, 0.108, 0.024], "e_above_lowest_kcal_mol": 55.2, "homo_energy_ev": -8.923, "e_lumo_ev": 0.722, "smiles": "C=CCCNCO.O", "total_energy_ha": -403.48859, "gap_ha": 0.3545, "largest_force_ev_per_a": 1.798}

***

(2)
{"formula": "C34H86N2O10", "method": "wB97M-V/def2-TZVPD", "symbols": ["O", "O", "O", "O", "O", "O", "O", "O", "O", "O", "N", "N", "C", "C", "C", "C", "C", "C", "C", "C", "C", "C", "C", "C", "C", "C", "C", "C", "C", "C", "C", "C", "C", "C", "C", "C", "C", "C", "C", "C", "C", "C", "C", "C", "C", "C", "H", "H", "H", "H", "H", "H", "H", "H", "H", "H", "H", "H", "H", "H", "H", "H", "H", "H", "H", "H", "H", "H", "H", "H", "H", "H", "H", "H", "H", "H", "H", "H", "H", "H", "H", "H", "H", "H", "H", "H", "H", "H", "H", "H", "H", "H", "H", "H", "H", "H", "H", "H", "H", "H", "H", "H", "H", "H", "H", "H", "H", "H", "H", "H", "H", "H", "H", "H", "H", "H", "H", "H", "H", "H", "H", "H", "H", "H", "H", "H", "H", "H", "H", "H", "H", "H"], "coordinates": [[16.15559, -17.85018, 11.37500], [10.29328, -14.27143, 16.38095], [14.28303, -12.66246, 13.21482], [18.06988, -11.51314, 16.12880], [22.88800, -15.79210, 18.36411], [11.93947, -11.98255, 15.29983], [13.13036, -12.65309, 21.89774], [16.98221, -8.97948, 17.46047], [19.65874, -15.32486, 15.23935], [18.86501, -11.54452, 13.43473], [10.88362, -14.71315, 15.18525], [22.79663, -14.62309, 19.18888], [16.93334, -17.44421, 12.41390], [16.28834, -13.11915, 15.27259], [11.52753, -17.18894, 15.71119], [23.73955, -12.94818, 20.71395], [10.70242, -14.52784, 12.63226], [13.82301, -12.33521, 20.69311], [25.20582, -14.33052, 19.18109], [20.57005, -15.33411, 20.24196], [21.33111, -12.86716, 20.18301], [20.73211, -14.01693, 18.03064], [16.53611, -8.22331, 15.12758], [14.35604, -13.49807, 20.01794], [23.95805, -14.33161, 20.10343], [8.74351, -15.67846, 13.91335], [14.31228, -11.42405, 12.49004], [9.97675, -14.57902, 13.96796], [22.36836, -12.65813, 21.30292], [12.61129, -15.76443, 13.86589], [18.03742, -11.30011, 12.31265], [12.81041, -10.34897, 16.71159], [11.95418, -15.76179, 15.27444], [18.62060, -11.93120, 10.99748], [17.19700, -12.61880, 16.43643], [24.14534, -15.39714, 21.18966], [16.00801, -8.93227, 16.38416], [21.37148, -14.25241, 19.45022], [11.65423, -15.77179, 12.60350], [19.75347, -14.50490, 14.07928], [13.78318, -10.30255, 13.30240], [15.99325, -17.13702, 13.50596], [11.70401, -11.41269, 16.57140], [12.99678, -15.21371, 16.36295], [20.99229, -14.69499, 13.38603], [9.24048, -13.25107, 14.04975], [20.42279, -16.28680, 19.73326], [8.04511, -15.66955, 14.75016], [19.80440, -13.49577, 14.48812], [12.62520, -9.61704, 17.49776], [17.45070, -16.50534, 12.21648], [13.28246, -14.92243, 13.69662], [9.48131, -14.78216, 16.34285], [15.25969, -11.12672, 12.04047], [21.31852, -12.00547, 19.51561], [22.38946, -11.62341, 21.64495], [20.87195, -14.92799, 17.44884], [26.12875, -14.46704, 19.74470], [21.73655, -14.04304, 13.84335], [16.74796, -17.80460, 10.62092], [18.70001, -12.99516, 11.22063], [23.89856, -12.27196, 19.87399], [13.27439, -14.27787, 15.87792], [13.59125, -11.47065, 11.67394], [8.61462, -13.08370, 13.17319], [20.86105, -14.22157, 12.41302], [18.33406, -11.54755, 15.20651], [17.71710, -18.20083, 12.45045], [17.55535, -10.32264, 12.32888], [12.97367, -9.74354, 15.82002], [24.55896, -12.81112, 21.41956], [23.28897, -15.39955, 17.58519], [15.99154, -14.14116, 15.50816], [22.00857, -13.39006, 22.02606], [18.84075, -14.65191, 13.50184], [21.31340, -13.20881, 17.58661], [25.33243, -15.19858, 18.53413], [19.71525, -13.62924, 18.09218], [14.35792, -10.29001, 14.22847], [14.85369, -14.18268, 20.70479], [19.57918, -14.92323, 20.43553], [15.31614, -17.93582, 13.80849], [12.49789, -14.99573, 17.30726], [12.73357, -10.46832, 13.54518], [19.53963, -10.86291, 13.39095], [10.05877, -14.62998, 11.75855], [13.26186, -16.63692, 13.80575], [10.71878, -10.94644, 16.57669], [13.72989, -10.90867, 16.88304], [17.61562, -9.65769, 17.21465], [11.61637, -12.88611, 15.32781], [15.91698, -8.39553, 14.24717], [9.10225, -16.70756, 13.93187], [14.92441, -13.14982, 19.15552], [16.69190, -12.36480, 17.36835], [17.09015, -11.75617, 12.60036], [15.14411, -8.43159, 16.82133], [11.22158, -13.58132, 12.48165], [10.52396, -17.35351, 15.31892], [21.13925, -15.53374, 21.14984], [16.83671, -13.08110, 14.33134], [11.66864, -12.12377, 17.39677], [14.61446, -11.63819, 20.96854], [19.56096, -11.53749, 10.61169], [20.35039, -12.87723, 20.65860], [13.80287, -9.35783, 12.75907], [9.85150, -12.37249, 14.25681], [15.36141, -12.57834, 15.08172], [17.99245, -11.78993, 10.11796], [13.13238, -11.86797, 19.99109], [17.54335, -8.55390, 14.87403], [13.30436, -11.93137, 22.50639], [19.66731, -14.65617, 15.92810], [8.46477, -13.21147, 14.81449], [8.19210, -15.64162, 12.97384], [11.40057, -17.33839, 16.78341], [13.48369, -12.54853, 13.73414], [13.87761, -15.81648, 16.58410], [13.52131, -14.02710, 19.55808], [16.66077, -7.14538, 15.23057], [15.24174, -16.43657, 13.14169], [15.64812, -9.93289, 16.14471], [17.87522, -13.42135, 16.72627], [25.38771, -13.40038, 18.64271], [24.56630, -16.31851, 20.78721], [12.12282, -15.90154, 11.62795], [12.18379, -17.95414, 15.29660], [21.37938, -15.70914, 13.28721], [24.65407, -15.07175, 22.09708], [11.19831, -16.75849, 12.68516], [23.15356, -15.62552, 21.57995], [16.49804, -16.70211, 14.36860]], "lowdin_spin": [0.000, 0.000, 0.000, 0.000, 0.089, 0.000, 0.000, 0.000, 0.000, 0.000, 0.000, 0.655, 0.000, 0.000, 0.000, 0.002, 0.000, 0.000, 0.014, 0.047, 0.001, 0.025, 0.000, 0.000, 0.048, 0.000, 0.000, 0.000, 0.000, 0.000, 0.000, 0.000, 0.000, 0.000, 0.000, 0.042, 0.000, 0.049, 0.000, 0.000, 0.000, 0.000, 0.000, 0.000, 0.000, 0.000, 0.001, 0.000, 0.000, 0.000, 0.000, 0.000, 0.000, 0.000, 0.000, 0.000, 0.000, 0.001, 0.000, 0.000, 0.000, 0.000, 0.000, 0.000, 0.000, 0.000, 0.000, 0.000, 0.000, 0.000, -0.001, 0.012, 0.000, 0.000, 0.000, 0.000, 0.000, 0.002, 0.000, 0.000, 0.005, 0.000, 0.000, 0.000, 0.000, 0.000, 0.000, 0.000, 0.000, 0.000, 0.000, 0.000, 0.000, 0.000, 0.000, 0.000, 0.000, 0.000, 0.000, 0.000, 0.000, 0.000, 0.000, 0.000, -0.001, 0.000, 0.000, 0.000, 0.000, 0.000, 0.000, 0.000, 0.000, 0.000, 0.000, 0.000, 0.000, 0.000, 0.000, 0.000, 0.000, 0.000, 0.000, 0.000, 0.001, 0.000, 0.000, 0.000, 0.006, 0.000, 0.000, 0.000], "total_charge": 1, "spin_multiplicity": 2, "homo_energy_ev": [-9.946, -9.946], "e_lumo_ev": [-2.549, -6.716], "total_energy_ha": -2208.36963, "gap_ha": [0.2718, 0.1187], "s2": 0.7546, "largest_force_ev_per_a": 2.959}

***

(3)
{"formula": "C21H50NO14P3S5", "method": "wB97M-V/def2-TZVPD", "symbols": ["S", "S", "S", "S", "S", "P", "P", "P", "O", "O", "O", "O", "O", "O", "O", "O", "O", "O", "O", "O", "O", "O", "N", "C", "C", "C", "C", "C", "C", "C", "C", "C", "C", "C", "C", "C", "C", "C", "C", "C", "C", "C", "C", "C", "H", "H", "H", "H", "H", "H", "H", "H", "H", "H", "H", "H", "H", "H", "H", "H", "H", "H", "H", "H", "H", "H", "H", "H", "H", "H", "H", "H", "H", "H", "H", "H", "H", "H", "H", "H", "H", "H", "H", "H", "H", "H", "H", "H", "H", "H", "H", "H", "H", "H"], "coordinates": [[-6.05083, 3.68899, -3.50328], [7.70546, -1.39003, 1.96068], [0.97960, -2.09397, -0.30386], [-1.64364, -6.97074, -0.07926], [4.39347, 2.00675, 1.92146], [-2.25370, 5.16193, -0.55094], [0.03087, 5.61669, -0.67587], [-4.59020, 4.73276, 1.40368], [-4.24264, 3.27810, 1.97533], [3.59364, 3.09988, 2.42741], [5.25684, 1.28036, 2.82115], [-6.19506, 4.65681, 1.49964], [-0.76792, -5.89737, 0.32856], [-3.04305, -6.70019, -0.28308], [-4.91768, 4.56041, -3.31233], [1.78970, -2.91155, 0.55993], [-5.87977, 2.26838, -3.32856], [6.68395, -1.81924, 1.03876], [-4.03385, 5.87204, 2.14847], [1.62335, -1.25727, -1.29099], [8.60072, -0.32426, 1.57863], [0.47771, 4.17714, 0.06776], [0.08100, 6.75927, 0.61567], [-4.10549, 4.71090, -0.31032], [-1.41619, -8.35703, 1.04831], [5.33270, 2.56613, 0.49032], [6.99913, -1.02128, 3.57213], [7.52635, -2.09373, 4.52681], [3.33271, 0.87218, 1.03575], [4.80524, 1.75096, -0.69604], [-6.82215, 3.99584, -5.09016], [3.34342, 1.39419, -0.39423], [-0.03056, -8.84696, -0.93645], [-8.31535, 3.95262, -4.78863], [8.69035, -2.79191, 2.49763], [-8.50519, 4.73192, -3.47978], [8.88900, -2.55474, 3.99010], [-0.93573, -7.76851, -1.51937], [-7.44330, 4.23441, -2.49537], [-0.82622, -9.49207, 0.20664], [-1.62997, -2.59171, -0.52601], [-0.13599, -1.07467, 0.66567], [-0.29825, -3.06535, -1.11454], [-1.45160, -1.12816, -0.10143], [-0.42310, -7.00933, -2.10570], [7.60106, -1.70479, 5.54130], [9.60443, -2.80225, 1.90871], [-7.77033, 3.36349, -1.93030], [-3.68661, 2.74658, 1.39687], [-2.38471, -8.58615, 1.48563], [-1.63036, -10.10384, -0.20638], [-0.19978, -10.14014, 0.81744], [0.25328, -9.57544, -1.69435], [0.88340, -8.39192, -0.54952], [-1.87670, -3.20623, 0.34144], [6.83895, -2.94193, 4.54853], [2.71718, 2.28770, -0.46852], [8.10400, -3.68932, 2.30025], [-1.76335, -8.19007, -2.08975], [5.91975, -1.00587, 3.46119], [7.33745, -0.02016, 3.82853], [-6.47047, 3.23539, -5.78336], [0.29862, -0.08113, 0.75063], [-8.63620, 2.91695, -4.65967], [-2.28087, -0.77973, 0.51347], [-4.70916, 5.43429, -0.86357], [-0.73183, -8.01198, 1.82106], [-2.43621, -2.70805, -1.24884], [9.63602, -1.77262, 4.14177], [9.24116, -3.45557, 4.49142], [-6.49793, 4.98345, -5.41786], [6.38572, 2.40058, 0.70662], [0.67769, 6.54808, 1.40474], [-7.08068, 4.99713, -1.81060], [-8.36745, 5.79861, -3.66641], [-6.54329, 5.53662, 1.68058], [1.02607, 4.32053, 0.84792], [5.13310, 3.63145, 0.38786], [-0.21624, -1.54030, 1.64794], [3.77842, -0.12098, 1.10924], [-8.89456, 4.38315, -5.60401], [-1.39052, -0.48329, -0.98107], [-2.47255, 6.39204, 0.14966], [2.35854, 0.88476, 1.52005], [2.95124, 0.64611, -1.07805], [4.89855, 2.31628, -1.62216], [-1.84943, 3.93476, 0.07644], [5.39046, 0.83586, -0.80373], [-9.50517, 4.59582, -3.07108], [-2.39412, 5.11567, -1.95933], [-0.21161, -2.85046, -2.17826], [-0.83027, 7.03937, 0.97427], [-4.26976, 3.72377, -0.75507], [-0.11270, -4.11484, -0.90592]], "lowdin_charge": [0.652, 0.654, 0.665, 0.667, 0.675, 0.638, 0.614, 0.338, -0.125, -0.334, -0.331, -0.138, -0.325, -0.320, -0.345, -0.317, -0.319, -0.329, -0.303, -0.328, -0.327, -0.458, -0.278, -0.479, -0.215, -0.210, -0.235, -0.210, -0.225, -0.198, -0.229, -0.212, -0.219, -0.219, -0.233, -0.211, -0.224, -0.227, -0.216, -0.212, -0.207, -0.225, -0.219, -0.219, 0.107, 0.113, 0.105, 0.108, 0.067, 0.103, 0.117, 0.114, 0.116, 0.122, 0.113, 0.116, 0.109, 0.106, 0.109, 0.088, 0.100, 0.109, 0.092, 0.120, 0.112, 0.042, 0.105, 0.118, 0.118, 0.112, 0.109, 0.102, 0.022, 0.092, 0.118, 0.078, 0.022, 0.102, 0.111, 0.111, 0.116, 0.119, -0.024, 0.095, 0.090, 0.115, -0.019, 0.119, 0.115, -0.023, 0.105, -0.015, 0.050, 0.066], "homo_energy_ev": -7.041, "e_lumo_ev": 0.346, "smiles": "NP(O)[PH3]CP(=O)(O)O.O=S1(=O)CCCC1.O=S1(=O)CCCC1.O=S1(=O)CCCC1.O=S1(=O)CCCC1.O=S1(=O)CCCC1", "total_energy_ha": -4953.27493, "gap_ha": 0.2714, "largest_force_ev_per_a": 0.446}